No. 1
DFT (wB97M-V/def2-TZVPD) results for a cluster of 2 separate species, C11H15NO3 in total in a non-equilibrium geometry.

As for the charge: 0. The calculation puts the lowest unoccupied orbital energy (alpha / beta) at -0.0015 / 0.0078 Ha. As for the total energy: -708.50286 hartree. The value obtained for the HOMO-LUMO gap (alpha / beta) is 6.85 / 6.87 eV. As for the energy above the lowest of the compared OMol25 structures with the same formula, charge and spin: 3.6669 eV.

Cartesian coordinates (Å):
C 0.13380 -3.58715 -1.93096
C 0.70490 -3.58933 -0.60527
C 0.33184 -2.46566 -2.76319
C 1.13083 -2.36473 -0.06934
C 0.79085 -1.28192 -2.18477
C 1.20477 -1.20060 -0.84611
C -0.85415 0.12428 1.66821
C -2.06445 1.13561 -0.26473
C 0.70000 2.72347 1.90610
C 1.79462 -0.08367 -0.33351
C -1.14820 1.25667 0.90145
N -0.53581 2.44193 1.08272
O -0.14629 0.06918 2.67452
O -1.29790 -1.08977 1.10263
O 1.94456 1.07582 -1.05705
H -0.25050 -4.46661 -2.38699
H 0.71842 -4.35871 0.07654
H 0.02159 -2.30074 -3.70187
H 1.41070 -2.26203 0.89376
H 0.80082 -0.39729 -2.92422
H -1.43907 0.96859 -1.15627
H -2.79318 0.42226 -0.10298
H -2.58327 2.11485 -0.34338
H 0.46599 2.28548 2.80440
H 1.68733 2.45977 1.36298
H 0.81024 3.78123 2.10921
H 1.89457 0.21146 0.70698
H -0.98760 -1.80759 1.62758
H -0.72163 3.20970 0.48972
H 1.87752 1.00678 -2.10849

***

No. 2
DFT (wB97M-V/def2-TZVPD) results for a cluster of 6 separate species, C6H24N10O6 in total in a non-equilibrium geometry.

As for the charge: 0. The calculation puts the lowest unoccupied orbital energy at 0.0073 Ha. As for the total energy: -1242.14326 hartree. The value obtained for the HOMO-LUMO gap is 9.72 eV. As for the energy above the lowest of the compared OMol25 structures with the same formula, charge and spin: 2.2018 eV.

Cartesian coordinates (Å):
C 0.71632 -1.59525 0.15702
O 0.75929 -1.30927 1.56800
H 1.27852 -0.81319 -0.33510
H 1.07508 -2.56307 -0.16932
H -0.30318 -1.49495 -0.15541
H -0.12082 -1.52503 1.98324
C -3.10828 2.09520 -2.04600
O -2.39389 2.59455 -2.85206
N -3.91506 2.74964 -1.11151
N -3.21107 0.64409 -2.02533
H -3.58537 3.73142 -0.90934
H -4.40878 2.26951 -0.36650
H -2.41779 0.09322 -2.39692
H -3.82838 0.21618 -1.37016
C -2.32000 0.06563 2.22577
O -1.92366 -0.95613 2.74029
N -1.46695 0.85511 1.55264
N -3.64227 0.20342 2.00343
H -1.72330 1.71806 1.13631
H -0.47551 0.84774 1.79093
H -4.09124 -0.48817 2.56417
H -3.92498 1.09380 2.33915
C 1.25360 1.14790 3.97185
O 0.98339 1.68483 2.90454
N 2.52655 1.30114 4.41026
N 0.41837 0.51726 4.80053
H 3.13860 1.74787 3.74091
H 2.83202 0.58190 5.01831
H 0.64174 0.40136 5.73640
H -0.48332 0.30593 4.41771
C 0.20571 -0.29916 -4.92627
O 0.31256 -1.50357 -4.83746
N -0.19898 0.44162 -6.11279
N 0.73589 0.49877 -3.99552
H -0.48047 1.37343 -5.95128
H -0.22302 0.14561 -7.08058
H 0.74504 0.13481 -3.06228
H 0.38392 1.50466 -3.91044
C 3.80505 -2.66903 -0.28378
O 3.67308 -3.85935 -0.49106
N 4.05594 -2.21907 1.08548
N 3.59260 -1.67495 -1.31618
H 4.35679 -3.01752 1.58247
H 3.11585 -2.00705 1.43441
H 3.48091 -2.09329 -2.20817
H 4.15951 -0.87659 -1.25037